Record 1
{
  "formula": "C22H42Cl20FNO2S",
  "method": "ωB97M-V/def2-TZVPD",
  "gap_ev": 8.52,
  "energy_ev": -293070.1985,
  "e_lumo_ev": -0.71,
  "smiles": "C#CCCCN(CCCCCCC)S(=O)(=O)F.ClCCl.ClCCl.ClCCl.ClCCl.ClCCl.ClCCl.ClCCl.ClCCl.ClCCl.ClCCl",
  "spin_multiplicity": 1,
  "homo_energy_ev": -9.2,
  "symbols": ["Cl", "Cl", "Cl", "Cl", "Cl", "Cl", "Cl", "Cl", "Cl", "Cl", "Cl", "Cl", "Cl", "Cl", "Cl", "Cl", "Cl", "Cl", "Cl", "Cl", "S", "F", "O", "O", "N", "C", "C", "C", "C", "C", "C", "C", "C", "C", "C", "C", "C", "C", "C", "C", "C", "C", "C", "C", "C", "C", "C", "H", "H", "H", "H", "H", "H", "H", "H", "H", "H", "H", "H", "H", "H", "H", "H", "H", "H", "H", "H", "H", "H", "H", "H", "H", "H", "H", "H", "H", "H", "H", "H", "H", "H", "H", "H", "H", "H", "H", "H", "H", "H"],
  "xyz": [[-4.88437, -1.31791, 1.24644], [-7.10646, 1.94979, 2.44417], [1.88962, 4.67088, 1.47495], [6.74768, 5.16351, -6.84178], [-1.46518, -6.03776, 1.50882], [-0.49270, -2.92542, 4.53971], [-5.64822, 0.22138, 4.28403], [-5.42753, -6.22504, 2.51675], [-0.29317, -6.91955, -1.01065], [0.17368, -0.12390, 4.99397], [4.62595, 3.16837, -6.97060], [2.71548, 5.17698, -3.37482], [-0.19713, 5.18981, -0.49358], [-5.27150, -4.64114, 4.95925], [3.27414, 2.88187, 9.72910], [1.23585, 2.88565, 3.77247], [2.95110, 2.98794, 6.12755], [1.00023, 5.07469, -5.72989], [-3.19420, -3.19317, 2.70440], [1.15241, 0.88673, 9.60028], [2.57036, -1.94795, -2.12502], [2.75172, -3.61684, -2.47187], [3.70730, -1.59193, -1.09487], [2.93432, -1.17438, -3.42647], [0.95512, -1.52617, -1.50234], [2.66613, 5.13128, -5.14133], [0.21037, -0.39309, -4.95310], [-1.02341, -2.75440, -0.20943], [-0.77854, -1.50479, 5.55209], [2.88943, 1.15746, 9.78607], [-2.13108, -1.77222, -0.91307], [-5.86677, 1.87631, 3.70218], [0.95042, 1.07059, -4.92082], [-6.24515, -5.77818, 4.01905], [0.44745, 2.75010, -2.77938], [2.90174, 2.94224, 4.36104], [1.54461, 5.12506, -0.19822], [0.42297, -2.83755, -0.97372], [-2.37324, -2.13843, -2.52226], [1.06337, -0.45364, -0.44354], [-4.79548, -2.90906, 2.01157], [-0.08968, 2.11798, -4.19426], [1.58923, 1.01540, -1.04662], [6.36297, 3.43910, -6.78481], [-0.02270, -6.68843, 0.72097], [0.18040, 1.81817, -1.45705], [-2.86608, -2.39013, -3.81062], [-4.99973, -3.67653, 1.26105], [-5.54227, -2.96329, 2.80743], [3.43240, 2.05259, 4.01329], [-1.42078, -3.86646, -0.03668], [-6.41350, -6.67914, 4.61395], [3.15201, 6.02778, -5.53407], [6.89095, 2.92979, -7.59465], [1.99157, 4.38552, -0.86707], [-6.17069, 2.51026, 4.53871], [0.80537, -5.98946, 0.86144], [1.97572, 6.10948, -0.39583], [3.41741, 0.64815, 8.97623], [0.22634, -7.65126, 1.17372], [-7.20309, -5.31127, 3.77739], [1.95409, 1.10849, -4.31980], [-0.85453, -2.32676, 0.89232], [-0.23903, 3.02021, -4.95826], [-1.12108, 1.55012, -4.07421], [-0.24383, -0.72883, -3.90683], [-3.13721, -1.89320, -0.28255], [3.38763, 3.83874, 3.96830], [6.68514, 3.03425, -5.82234], [0.02564, -0.19098, 0.08555], [-0.65111, 1.00794, -1.73544], [1.79412, -0.72683, 0.45339], [2.17125, 1.62896, -0.21190], [-1.83924, -1.24561, 5.51023], [-0.66802, -0.35871, -5.72539], [0.96612, -1.26096, -5.26997], [-4.92069, 2.23659, 3.29092], [1.20459, 1.34936, -6.04562], [-0.23825, 2.38953, -0.52191], [3.19679, 4.24163, -5.48907], [0.25192, -3.53282, -1.92923], [1.26653, -3.30411, -0.27508], [-3.31375, -2.30562, -4.91238], [-0.16691, 3.75817, -2.60596], [-1.87532, -0.63044, -0.88702], [2.18672, 0.91234, -2.04706], [3.21160, 0.75261, 10.74854], [-0.49626, -1.73878, 6.58147], [1.57992, 3.04831, -2.77036]],
  "mulliken_charge": [-0.2004, -0.1492, -0.1060, -0.1506, -0.0854, -0.1370, -0.1131, -0.1210, -0.1536, -0.0642, -0.1300, -0.1350, -0.1634, -0.1168, -0.1498, -0.1640, -0.1105, -0.1532, 0.0351, -0.1423, 1.0497, -0.2726, -0.5957, -0.5212, 0.6005, 0.3187, -0.7268, -0.4750, -0.2836, -0.2729, 0.8742, -0.2937, -0.1652, -0.3163, -0.4312, -0.3555, 0.0937, -0.9396, -0.2743, -0.9536, -0.5507, -0.4692, -0.0955, -0.2683, -0.3119, 0.5654, -0.5624, 0.3733, 0.3277, 0.2983, 0.0686, 0.3154, 0.3881, 0.3004, -0.2189, 0.3169, 0.2428, 0.4093, 0.2521, 0.3339, 0.2788, 0.2104, 0.1878, 0.0268, 0.3984, -0.0991, -0.3462, 0.3191, 0.2532, 0.3449, -0.3462, 0.2240, 0.1520, 0.1878, 0.3773, 0.2305, 0.2351, 0.2129, 0.2399, -0.3799, 0.3987, 0.4582, 0.3308, 0.0538, 0.0458, 0.1127, 0.3105, 0.3061, 0.0115]
}

***

Record 2
{
  "formula": "C22H42Cl2MnN5O4SSi4Te",
  "method": "ωB97M-V/def2-TZVPD",
  "gap_ev": [6.71, 6.78],
  "energy_ev": -145149.9981,
  "e_lumo_ev": [2.03, 1.99],
  "total_charge": -1,
  "spin_multiplicity": 6,
  "homo_energy_ev": [-4.7, -4.8],
  "s2": 8.7553,
  "relative_energy_kcal_mol": 1.1,
  "symbols": ["Te", "Mn", "Cl", "Cl", "S", "Si", "Si", "Si", "Si", "O", "O", "O", "O", "N", "N", "N", "N", "N", "C", "C", "C", "C", "C", "C", "C", "C", "C", "C", "C", "C", "C", "C", "C", "C", "C", "C", "C", "C", "C", "C", "H", "H", "H", "H", "H", "H", "H", "H", "H", "H", "H", "H", "H", "H", "H", "H", "H", "H", "H", "H", "H", "H", "H", "H", "H", "H", "H", "H", "H", "H", "H", "H", "H", "H", "H", "H", "H", "H", "H", "H", "H", "H"],
  "xyz": [[1.57317, 1.63260, -0.06761], [-0.22215, 0.03726, 1.22258], [-6.48816, 4.15890, 0.82094], [-2.76238, 2.68155, 4.43300], [-0.96716, -0.13718, 6.75973], [4.23610, 0.75572, -2.72192], [1.69617, -1.97786, -2.04065], [0.66471, 1.20828, -3.86246], [2.00447, 0.34093, -2.15741], [-1.88963, -0.00672, -0.31029], [-1.79617, 0.97395, 2.28502], [-0.84885, -3.76133, 2.71990], [-0.44467, -1.93949, 1.51655], [-2.04477, -1.34603, 4.00318], [-3.65085, 0.24129, 6.61422], [0.86361, 0.01735, 3.24883], [-2.90796, -0.77432, 4.91918], [-4.73961, 0.06828, 5.80019], [0.98684, -2.44128, 3.40573], [2.43552, -2.70153, -0.47577], [4.57879, 0.35688, -4.53637], [-0.11804, -2.44890, -2.12585], [-1.11899, 1.34056, -3.28869], [-4.51408, 2.37634, 0.29562], [5.39036, -0.28590, -1.66009], [-2.49654, -0.22853, 6.10648], [-3.38646, 1.60760, 0.62729], [-2.80201, 1.66787, 1.92506], [-0.18565, -2.75788, 2.47357], [2.57374, -2.75542, -3.52270], [-5.08339, 3.20430, 1.22180], [-5.00690, -0.93421, 3.55241], [1.24936, 2.93398, -4.33847], [-3.44156, 2.55784, 2.84530], [0.71476, 0.12202, -5.40627], [-2.85214, 0.74076, -0.40036], [4.66008, 2.56460, -2.43992], [-4.54393, 3.29697, 2.51037], [1.76028, -1.15362, 3.17214], [-4.25548, -0.54113, 4.76693], [1.29336, 3.57512, -3.45504], [0.55867, -2.42579, 4.41175], [1.80205, -2.43953, 0.37255], [-3.39795, 0.77668, -1.36032], [0.56351, 3.38976, -5.05831], [5.71437, 2.75391, -2.66179], [4.33020, -0.68000, -4.77240], [2.23461, -2.33108, -4.47016], [0.27226, -0.03954, 4.07780], [6.43532, -0.03163, -1.85911], [1.73413, -0.00721, -5.77654], [-1.17004, 2.00415, -2.42222], [3.98998, 0.99999, -5.19510], [0.11807, 0.56903, -6.20681], [-4.99421, 3.95412, 3.24173], [-4.59613, -0.43451, 2.67245], [5.63499, 0.51391, -4.77389], [2.38377, -3.83248, -3.54698], [-1.75725, 1.74386, -4.08014], [-2.27866, -2.31131, 3.79964], [-4.92771, 2.30554, -0.70344], [2.23331, -1.14356, 2.18719], [1.40090, 0.87473, 3.31174], [-4.94192, -2.00971, 3.38323], [0.30607, -0.86978, -5.19839], [1.66441, -3.29719, 3.37617], [5.19253, -0.11143, -0.60007], [-0.56872, -2.11300, -3.06393], [4.46760, 2.84101, -1.40154], [-0.68743, -2.02064, -1.29989], [4.05422, 3.21628, -3.07307], [-6.04807, -0.64664, 3.67371], [-0.22138, -3.53653, -2.06987], [3.65474, -2.60924, -3.45604], [3.44707, -2.33732, -0.28507], [-1.50543, 0.36600, -2.98242], [2.56395, -1.09445, 3.91407], [2.46427, -3.79297, -0.54411], [5.25867, -1.35279, -1.85486], [-2.01392, -0.76687, 3.16920], [2.24485, 2.91051, -4.78810], [-3.72952, 0.74611, 7.47723]],
  "mulliken_charge": [-0.6763, 1.9248, -0.2598, -0.1779, -0.4363, 0.4227, 0.0597, 0.1027, 0.0895, -0.7241, -0.4940, -0.7997, -0.2609, -0.2139, 0.2376, -0.3190, 0.1742, -0.8442, -0.6089, -0.2464, -1.0003, -0.6963, -0.8084, -1.0822, -1.1240, 0.0031, 0.9356, -0.4280, 0.5843, -1.0835, 0.1960, -0.9348, -1.1199, 0.7485, -1.0430, -0.4255, -1.0504, -0.6969, -0.5684, 0.8204, 0.3054, 0.3063, -0.6049, 0.2843, 0.3844, 0.3501, 0.2903, 0.2737, -0.0068, 0.3789, 0.2675, 0.2150, 0.2403, 0.4007, 0.4459, 0.0574, 0.3977, 0.4149, 0.4613, 0.2925, 0.4054, 0.1604, 0.2556, 0.3226, 0.2727, 0.3913, 0.2996, 0.2561, 0.2940, -0.0232, 0.2568, 0.3365, 0.4139, 0.2272, 0.2338, 0.0761, 0.3944, 0.4246, 0.2658, -0.0137, 0.2447, 0.1739]
}

***

Record 3
{
  "formula": "C22H42Cl3N2O3RuSSi",
  "method": "ωB97M-V/def2-TZVPD",
  "gap_ev": [6.70, 2.75],
  "energy_ev": -91473.8861,
  "e_lumo_ev": [-0.38, -3.20],
  "spin_multiplicity": 6,
  "homo_energy_ev": [-7.1, -5.9],
  "s2": 8.7678,
  "relative_energy_kcal_mol": 28.8,
  "symbols": ["Ru", "Cl", "Cl", "Cl", "S", "Si", "O", "O", "O", "N", "N", "C", "C", "C", "C", "C", "C", "C", "C", "C", "C", "C", "C", "C", "C", "C", "C", "C", "C", "C", "C", "C", "C", "H", "H", "H", "H", "H", "H", "H", "H", "H", "H", "H", "H", "H", "H", "H", "H", "H", "H", "H", "H", "H", "H", "H", "H", "H", "H", "H", "H", "H", "H", "H", "H", "H", "H", "H", "H", "H", "H", "H", "H", "H", "H"],
  "xyz": [[1.86813, 0.43772, 1.73612], [-1.41133, -2.83693, 0.22629], [3.20748, -1.21161, 1.51911], [3.46317, 1.83444, 0.76632], [0.59160, -1.16493, 2.80485], [-0.16508, -3.99028, -0.97674], [0.29886, -1.82759, -2.44785], [0.25102, 1.81206, 1.59893], [-0.87697, -0.26152, -0.34207], [-2.55017, -0.33337, -1.96693], [0.22732, 4.08951, 1.59699], [-1.43808, -4.91694, -2.06375], [1.00220, -0.80919, -3.07995], [1.55698, -0.29995, 4.08524], [-0.33783, 1.38701, -2.85696], [1.30519, -2.04829, -5.34740], [-3.60901, 0.42878, -2.60386], [-1.20703, 4.25326, 1.33608], [0.63536, 3.48099, -2.08729], [-1.81911, 0.23889, -0.94902], [0.87527, -0.79524, -4.64227], [1.85674, 2.82518, -1.96584], [1.52706, -4.15817, -1.78371], [-2.41088, -1.71909, -2.35102], [0.83727, 0.69194, -2.58097], [0.14727, -5.08844, 0.62962], [1.04048, 5.30232, 1.58877], [-1.01938, -0.54827, 3.22112], [0.78401, 2.92407, 1.87399], [0.42581, 0.25420, -5.36941], [0.05629, 0.25739, -6.82370], [-0.48661, 2.74264, -2.46203], [1.93542, 1.42656, -2.14214], [-1.02266, -5.06588, -3.07022], [2.34159, -3.94485, -1.08137], [1.66967, -5.16953, -2.14030], [-0.68956, -5.80944, 0.71678], [1.79274, 2.91011, 2.33613], [1.96637, 5.08794, 2.13657], [-1.07309, 0.90912, -3.49471], [-2.38834, -4.37723, -2.14865], [-4.45961, -0.23448, -2.80247], [-1.65292, -5.90163, -1.63524], [-3.26455, 0.86552, -3.55939], [-1.47727, 3.19135, -2.42749], [1.63666, -3.48943, -2.63973], [0.91180, 0.28477, 4.73918], [0.16660, -4.47062, 1.54950], [2.88483, 0.91749, -1.94554], [-1.80704, 3.55637, 1.92440], [0.66098, -2.22394, -6.21500], [-3.91995, 1.24406, -1.93307], [2.33885, -1.96860, -5.72547], [-0.57047, 1.14321, -7.01734], [1.25707, -2.91445, -4.68811], [1.09150, -5.64617, 0.52951], [-2.89697, -2.37971, -1.61930], [0.47936, 6.10544, 2.07472], [-1.29539, -1.93078, -2.40508], [2.03437, -1.14137, 4.60034], [2.73564, 3.39178, -1.65835], [2.38827, 0.34026, 3.69016], [2.08154, -0.99954, -2.89422], [-1.34923, -1.35158, 3.88926], [-0.53100, -0.63218, -7.09958], [0.38721, 1.27452, -4.96960], [-1.63081, -0.50954, 2.31224], [-1.45651, 4.13621, 0.27157], [-0.95269, 0.41644, 3.73314], [0.93101, 0.33617, -7.49466], [0.55012, 4.55344, -1.87100], [-2.15749, 1.26058, -0.68840], [1.29063, 5.59160, 0.55334], [-2.89088, -1.89513, -3.32419], [-1.47106, 5.27545, 1.62231]],
  "mulliken_charge": [0.5776, -0.3962, -0.4058, -0.4550, 0.0748, 1.4397, -1.0561, 0.0571, -0.1914, 0.5835, 0.2531, -1.2572, -0.3899, -0.8925, -0.7456, -1.5943, -1.0193, -0.8886, -0.8421, -0.4040, 0.6467, -0.9570, -0.8956, -0.5194, 1.1545, -1.2997, -0.8581, -0.8654, -0.3417, 0.2366, -1.5678, -1.4298, -0.8863, 0.3078, 0.2570, 0.4555, 0.3503, 0.5542, 0.3091, 1.2522, 0.2808, 0.4318, 0.3696, 0.2754, 0.5658, -0.0902, 0.4367, 0.2042, 0.5094, 0.3014, 0.4258, 0.3277, 0.3184, 0.3781, 0.1902, 0.3290, 0.4928, 0.3418, 0.0445, 0.4021, 0.4173, 0.4135, 0.2966, 0.3452, 0.3529, 0.4791, 0.1325, 0.2095, 0.4116, 0.2868, 0.5362, 0.2176, 0.2574, 0.3531, 0.4047]
}